(1)
{
  "formula": "C28H47BN8O3SSiV",
  "method": "ωB97M-V with the def2-TZVPD basis set",
  "spin_multiplicity": 3,
  "largest_force_ev_per_a": 0.6,
  "relative_energy_kcal_mol": 0.0,
  "molar_mass_g_mol": 665.65,
  "e_homo_ha": [-0.42865, -0.42942],
  "orbital_gap_ha": [0.2920, 0.3290],
  "charge": 1,
  "energy_ev": -92944.9602,
  "elements": ["V", "C", "C", "C", "C", "N", "N", "B", "N", "C", "C", "C", "C", "N", "N", "C", "C", "C", "C", "N", "N", "C", "C", "C", "C", "N", "H", "H", "H", "H", "H", "H", "H", "H", "H", "H", "H", "H", "H", "H", "H", "H", "H", "H", "H", "H", "C", "C", "C", "C", "O", "Si", "S", "O", "C", "C", "C", "C", "O", "C", "C", "C", "C", "H", "H", "H", "H", "H", "H", "H", "H", "H", "H", "H", "H", "H", "H", "H", "H", "H", "H", "H", "H", "H", "H", "H", "H", "H", "H", "H"],
  "positions_angstrom": [[0.85, -0.02, -0.31], [3.58, -2.05, -1.84], [3.88, -0.83, -1.03], [5.13, -0.26, -0.75], [4.87, 0.84, 0.04], [3.54, 0.92, 0.22], [2.93, -0.10, -0.43], [2.71, 2.01, 0.92], [1.73, 1.30, 1.94], [1.64, 1.57, 3.25], [0.92, 0.56, 3.86], [0.58, -0.33, 2.84], [-0.16, -1.62, 2.91], [1.07, 0.15, 1.69], [1.91, 2.70, -0.22], [1.93, 3.95, -0.70], [1.16, 4.00, -1.85], [0.68, 2.70, -2.02], [-0.18, 2.14, -3.09], [1.15, 1.93, -1.04], [3.52, 2.99, 1.73], [3.21, 4.24, 2.18], [4.09, 4.55, 3.18], [4.91, 3.41, 3.32], [6.04, 3.19, 4.27], [4.55, 2.47, 2.45], [4.49, -2.39, -2.33], [3.21, -2.85, -1.20], [2.83, -1.84, -2.60], [6.08, -0.62, -1.08], [5.53, 1.54, 0.50], [2.13, 2.43, 3.68], [0.69, 0.46, 4.91], [-0.16, -1.98, 3.94], [-1.19, -1.52, 2.57], [0.33, -2.36, 2.28], [2.51, 4.73, -0.24], [0.98, 4.85, -2.47], [-0.84, 2.90, -3.51], [0.42, 1.74, -3.91], [-0.79, 1.33, -2.69], [2.37, 4.80, 1.81], [4.13, 5.47, 3.74], [6.24, 4.09, 4.84], [5.81, 2.38, 4.96], [6.95, 2.91, 3.73], [-2.61, 0.75, 1.70], [-2.32, 1.05, 0.24], [-3.58, 0.92, -0.60], [-1.73, 2.44, 0.11], [-1.30, 0.10, -0.30], [-1.63, -1.51, -0.73], [0.38, -2.12, -1.00], [-2.55, -1.69, -2.03], [-2.49, -2.00, -3.44], [-3.91, -1.85, -3.96], [-1.55, -1.04, -4.16], [-2.01, -3.44, -3.58], [-2.39, -2.13, 0.55], [-3.08, -3.39, 0.74], [-3.20, -3.58, 2.25], [-4.46, -3.29, 0.10], [-2.26, -4.52, 0.13], [-3.34, 1.47, 2.06], [-1.70, 0.87, 2.31], [-3.01, -0.25, 1.82], [-4.31, 1.66, -0.27], [-4.03, -0.07, -0.49], [-3.37, 1.09, -1.66], [-2.42, 3.15, 0.56], [-1.59, 2.73, -0.93], [-0.78, 2.52, 0.64], [-4.26, -0.83, -3.81], [-4.58, -2.53, -3.44], [-3.94, -2.08, -5.03], [-1.93, -0.02, -4.07], [-1.50, -1.30, -5.21], [-0.54, -1.10, -3.74], [-2.69, -4.13, -3.07], [-1.01, -3.55, -3.15], [-1.96, -3.72, -4.63], [-3.70, -2.72, 2.70], [-2.22, -3.69, 2.70], [-3.78, -4.48, 2.47], [-5.03, -2.48, 0.56], [-5.01, -4.22, 0.25], [-4.37, -3.10, -0.97], [-1.26, -4.54, 0.56], [-2.17, -4.40, -0.95], [-2.74, -5.48, 0.33]],
  "lowdin_spin": [1.95, 0.00, 0.01, 0.00, 0.01, 0.00, 0.00, 0.00, 0.00, 0.01, 0.00, 0.01, 0.00, -0.01, 0.00, 0.01, 0.00, 0.01, 0.00, -0.01, 0.00, 0.00, 0.00, 0.00, 0.00, 0.00, 0.00, 0.00, 0.00, 0.00, 0.00, 0.00, 0.00, 0.00, 0.00, 0.00, 0.00, 0.00, 0.00, 0.00, 0.00, 0.00, 0.00, 0.00, 0.00, 0.00, 0.00, 0.00, 0.00, 0.00, 0.02, 0.00, -0.04, 0.00, 0.00, 0.00, 0.00, 0.00, 0.00, 0.00, 0.00, 0.00, 0.00, 0.00, 0.00, 0.00, 0.00, 0.00, 0.00, 0.00, 0.00, 0.00, 0.00, 0.00, 0.00, 0.00, 0.00, 0.00, 0.00, 0.00, 0.00, 0.00, 0.00, 0.00, 0.00, 0.00, 0.00, 0.00, 0.00, 0.00]
}

(2)
{
  "formula": "C4H22N2O5S",
  "method": "ωB97M-V with the def2-TZVPD basis set",
  "spin_multiplicity": 2,
  "largest_force_ev_per_a": 2.4,
  "molar_mass_g_mol": 210.30,
  "e_homo_ha": [0.02224, -0.20935],
  "orbital_gap_ha": [0.0772, 0.3079],
  "charge": -1,
  "energy_ev": -28556.0952,
  "elements": ["C", "N", "C", "C", "S", "C", "N", "H", "H", "H", "H", "H", "H", "H", "H", "H", "H", "H", "H", "H", "H", "O", "H", "H", "O", "H", "H", "O", "H", "H", "O", "H", "H", "O"],
  "positions_angstrom": [[2.23, -0.86, 0.42], [1.52, -0.25, 1.56], [0.04, -0.22, 1.42], [-0.45, -1.64, 1.21], [-1.96, -2.07, 0.35], [-0.50, 0.79, 0.40], [-1.87, 1.18, 0.60], [1.91, -1.88, 0.29], [3.29, -0.86, 0.67], [2.25, -0.26, -0.50], [1.94, 0.66, 1.68], [-0.20, 0.22, 2.38], [-0.62, -2.13, 2.18], [0.41, -2.26, 1.02], [-1.88, -1.27, -0.72], [0.15, 1.67, 0.38], [-0.31, 0.45, -0.62], [-1.93, 2.09, 1.05], [-2.49, 0.54, 1.07], [-1.34, 3.30, -0.76], [-0.94, 4.52, -1.63], [-0.60, 3.86, -1.02], [0.68, -4.79, 0.57], [1.58, -3.61, 0.98], [1.58, -4.53, 0.73], [2.29, 2.59, -1.57], [3.14, 1.55, -2.35], [2.25, 1.75, -2.04], [-2.90, -2.10, -3.31], [-3.07, -0.60, -3.12], [-2.63, -1.37, -2.74], [1.34, 4.00, -0.45], [1.56, 4.13, 1.01], [2.06, 4.13, 0.19]],
  "nbo_charge": [-0.43, -0.63, -0.08, -0.56, -0.08, -0.33, -0.92, 0.16, 0.19, 0.21, 0.37, 0.19, 0.22, 0.19, 0.17, 0.20, 0.19, 0.34, 0.37, 0.44, 0.37, -1.37, 0.47, 0.47, -0.94, 0.48, 0.46, -0.97, 0.46, 0.45, -1.01, 0.49, 0.45, -1.02]
}

(3)
{
  "formula": "C23H43Cl4FO21",
  "method": "ωB97M-V with the def2-TZVPD basis set",
  "smiles": "O=C1OC[C@@H](F)O1.COC(=O)OC.COC(=O)OC.COC(=O)OC.COC(=O)OC.COC(=O)OC.COC(=O)OC.ClCCl.ClCCl",
  "largest_force_ev_per_a": 4.3,
  "molar_mass_g_mol": 816.39,
  "e_homo_ha": -0.39020,
  "orbital_gap_ha": 0.3914,
  "charge": 0,
  "energy_ev": -120349.1170,
  "elements": ["C", "O", "C", "O", "O", "C", "H", "H", "H", "H", "H", "H", "C", "O", "C", "O", "O", "C", "H", "H", "H", "H", "H", "H", "C", "O", "C", "O", "O", "C", "H", "H", "H", "H", "H", "H", "C", "O", "C", "O", "O", "C", "H", "H", "H", "H", "H", "H", "C", "O", "C", "O", "O", "C", "H", "H", "H", "H", "H", "H", "C", "O", "C", "O", "O", "C", "H", "H", "H", "H", "H", "H", "C", "C", "O", "C", "O", "O", "F", "H", "H", "H", "C", "Cl", "Cl", "H", "H", "C", "Cl", "Cl", "H", "H"],
  "positions_angstrom": [[-7.97, -5.09, -2.97], [-6.78, -4.52, -2.43], [-6.24, -4.86, -1.19], [-6.69, -5.58, -0.30], [-5.10, -4.21, -1.12], [-4.25, -4.37, 0.01], [-7.62, -6.09, -3.21], [-8.28, -4.51, -3.84], [-8.79, -5.14, -2.26], [-3.23, -4.01, -0.12], [-4.04, -5.39, 0.33], [-4.57, -3.75, 0.85], [-7.84, 6.20, 4.70], [-6.64, 5.47, 5.06], [-6.74, 4.09, 5.03], [-7.75, 3.36, 4.84], [-5.46, 3.72, 5.04], [-5.27, 2.35, 4.65], [-8.71, 5.87, 5.27], [-8.15, 6.16, 3.66], [-7.61, 7.24, 4.95], [-5.84, 1.67, 5.28], [-4.23, 2.05, 4.54], [-5.57, 2.14, 3.62], [3.05, 7.38, 2.73], [2.33, 8.48, 3.36], [2.50, 9.70, 3.02], [3.14, 10.16, 2.09], [1.87, 10.48, 3.95], [1.57, 11.88, 3.68], [3.01, 6.47, 3.32], [4.13, 7.46, 2.59], [2.61, 7.16, 1.76], [1.03, 12.02, 2.74], [2.40, 12.58, 3.74], [0.96, 12.25, 4.50], [0.23, -8.54, -0.97], [0.80, -9.10, 0.20], [1.50, -8.28, 1.04], [1.64, -7.09, 0.90], [1.98, -9.01, 2.07], [2.53, -8.31, 3.17], [-0.39, -7.72, -0.61], [-0.43, -9.23, -1.49], [1.01, -8.13, -1.61], [1.92, -7.46, 3.48], [3.44, -7.77, 2.94], [2.66, -8.95, 4.05], [0.78, 4.34, -7.16], [1.79, 5.10, -7.76], [2.49, 4.56, -8.76], [2.47, 3.37, -9.07], [3.28, 5.52, -9.25], [4.05, 5.35, -10.40], [0.05, 4.96, -6.64], [1.25, 3.60, -6.52], [0.25, 3.75, -7.91], [4.72, 4.49, -10.44], [4.66, 6.26, -10.41], [3.49, 5.43, -11.33], [-0.24, -0.93, 9.06], [-0.40, -1.40, 7.73], [0.59, -1.45, 6.75], [0.38, -1.98, 5.65], [1.75, -0.96, 7.18], [2.94, -0.77, 6.34], [0.62, -1.47, 9.44], [-1.09, -1.00, 9.73], [0.14, 0.09, 9.10], [2.72, -0.81, 5.28], [3.70, -1.49, 6.63], [3.34, 0.25, 6.43], [1.23, -3.36, -6.44], [1.84, -2.71, -7.75], [1.28, -3.56, -8.76], [0.98, -4.77, -8.17], [0.59, -5.71, -8.80], [1.22, -4.74, -6.84], [3.15, -2.71, -7.77], [0.22, -3.03, -6.18], [1.85, -3.21, -5.56], [1.54, -1.66, -7.72], [8.33, -3.71, -0.31], [6.96, -3.27, -1.37], [7.98, -3.43, 1.44], [8.50, -4.77, -0.51], [9.20, -3.14, -0.64], [1.82, -0.19, 0.28], [0.62, 0.27, -0.96], [3.27, 0.79, -0.01], [1.42, 0.05, 1.26], [2.17, -1.21, 0.10]],
  "mulliken_charge": [-0.59, -0.29, 0.75, -0.56, -0.27, -0.69, 0.29, 0.21, 0.29, 0.28, 0.30, 0.29, -0.63, -0.30, 0.76, -0.56, -0.28, -0.67, 0.29, 0.29, 0.24, 0.28, 0.27, 0.30, -0.67, -0.29, 0.76, -0.56, -0.31, -0.65, 0.27, 0.31, 0.29, 0.29, 0.29, 0.25, -0.57, -0.30, 0.75, -0.54, -0.29, -0.66, 0.26, 0.23, 0.27, 0.31, 0.29, 0.25, -0.62, -0.28, 0.78, -0.58, -0.29, -0.66, 0.23, 0.27, 0.30, 0.30, 0.25, 0.30, -0.57, -0.31, 0.79, -0.57, -0.33, -0.64, 0.28, 0.25, 0.28, 0.30, 0.26, 0.27, -0.44, 0.29, -0.31, 0.62, -0.50, -0.31, -0.26, 0.30, 0.31, 0.32, -0.24, -0.14, -0.14, 0.26, 0.27, -0.16, -0.15, -0.15, 0.23, 0.24]
}

(4)
{
  "formula": "C15H32AlF5N3O2P",
  "method": "ωB97M-V with the def2-TZVPD basis set",
  "largest_force_ev_per_a": 6.0,
  "molar_mass_g_mol": 439.39,
  "e_homo_ha": -0.34324,
  "orbital_gap_ha": 0.2569,
  "charge": 0,
  "energy_ev": -54108.4421,
  "elements": ["C", "C", "C", "O", "N", "C", "C", "C", "O", "C", "C", "F", "C", "C", "N", "P", "C", "C", "C", "C", "C", "N", "H", "H", "H", "H", "H", "H", "H", "H", "H", "H", "H", "H", "H", "H", "H", "H", "H", "H", "H", "H", "H", "H", "H", "H", "H", "H", "H", "H", "H", "H", "H", "H", "F", "Al", "F", "F", "F"],
  "positions_angstrom": [[-0.06, -0.12, 5.91], [-0.08, -0.76, 4.39], [-1.55, -0.71, 3.66], [-1.52, -1.23, 2.25], [-0.83, -0.31, 1.54], [-1.58, 0.54, 0.55], [-0.30, 1.39, -0.11], [0.09, 2.49, 1.09], [-0.34, 3.87, 0.78], [-1.78, 4.04, 1.17], [-0.59, 2.11, -1.57], [-1.17, 1.16, -2.58], [0.68, 2.98, -2.14], [0.87, 2.93, -3.77], [0.83, 0.40, 0.04], [1.50, -0.35, -1.44], [3.40, -0.25, -1.47], [3.80, 0.60, -2.85], [0.83, -2.11, -1.75], [-0.76, -2.11, -2.17], [0.55, -0.69, 1.05], [1.30, -1.75, 1.51], [-0.77, 0.81, 5.96], [-0.22, -0.91, 6.77], [1.05, 0.30, 6.08], [0.31, -1.89, 4.41], [0.76, -0.17, 3.78], [-1.92, 0.42, 3.70], [-2.29, -1.32, 4.35], [-2.27, 1.21, 1.22], [-2.35, 0.05, -0.19], [1.27, 2.48, 1.22], [-0.36, 2.22, 2.13], [-2.17, 5.12, 0.91], [-2.43, 3.29, 0.55], [-1.97, 3.80, 2.31], [-1.46, 2.89, -1.37], [1.65, 2.55, -1.60], [0.59, 4.11, -1.76], [0.60, 1.91, -4.27], [2.03, 3.10, -3.98], [0.34, 3.86, -4.29], [3.76, 0.43, -0.57], [3.88, -1.32, -1.46], [4.84, 0.25, -3.27], [2.93, 0.43, -3.62], [3.86, 1.77, -2.64], [1.42, -2.57, -2.67], [0.98, -2.86, -0.86], [-0.86, -2.03, -3.34], [-1.28, -1.21, -1.61], [-1.34, -3.09, -1.84], [2.12, -1.53, 2.14], [1.11, -2.76, 1.31], [-4.28, -5.07, -1.91], [-3.02, -6.29, -2.31], [-3.18, -7.71, -1.21], [-1.39, -5.56, -2.12], [-3.23, -6.83, -4.02]],
  "nbo_charge": [-0.64, -0.44, -0.10, -0.34, -0.13, -0.27, 0.12, -0.09, -0.56, -0.29, 0.20, -0.38, -0.45, -0.64, -0.72, 0.97, -0.74, -0.63, -0.74, -0.64, 0.72, -0.89, 0.22, 0.24, 0.22, 0.22, 0.19, 0.18, 0.23, 0.23, 0.27, 0.22, 0.19, 0.23, 0.17, 0.19, 0.22, 0.20, 0.25, 0.25, 0.22, 0.23, 0.24, 0.25, 0.23, 0.23, 0.22, 0.28, 0.21, 0.24, 0.19, 0.29, 0.45, 0.46, -0.80, 2.20, -0.79, -0.81, -0.79]
}